{"formula": "C44H65N2O5P3SiTi", "method": "ωB97M-V with the def2-TZVPD basis set", "elements": ["H", "O", "C", "C", "O", "H", "C", "C", "H", "P", "C", "H", "C", "C", "H", "H", "H", "H", "H", "H", "C", "H", "H", "C", "C", "H", "C", "C", "C", "C", "H", "C", "H", "H", "H", "C", "C", "H", "C", "H", "H", "H", "H", "H", "O", "H", "C", "H", "H", "H", "C", "H", "C", "H", "H", "H", "H", "C", "H", "O", "H", "C", "N", "C", "P", "P", "C", "H", "C", "H", "C", "C", "C", "C", "H", "H", "H", "H", "H", "H", "H", "H", "H", "H", "H", "H", "H", "H", "H", "H", "C", "H", "C", "C", "H", "H", "C", "N", "C", "H", "H", "C", "H", "C", "H", "H", "C", "H", "H", "C", "C", "C", "O", "C", "H", "Si", "H", "H", "C", "C", "Ti"], "coordinates": [[-0.935, -1.748, -3.141], [-4.278, -3.297, 0.009], [-1.459, -2.203, -2.304], [-1.574, -1.955, 4.009], [0.574, -2.535, -1.015], [-4.172, -1.533, 1.855], [1.771, -2.156, 2.306], [0.581, 2.330, -0.539], [-2.281, -2.822, -2.654], [-2.163, 2.053, -0.748], [-3.640, 3.455, -2.911], [2.009, 0.536, -5.094], [-4.205, -0.688, 2.536], [0.680, 4.941, -1.570], [3.247, 2.188, -2.874], [-4.202, 3.243, -3.825], [2.871, 2.758, -4.501], [-3.557, -0.489, -0.433], [3.083, 0.648, 1.746], [-2.209, -1.403, 4.706], [1.781, 3.047, -0.595], [-5.120, 2.953, 1.354], [3.757, -1.903, -4.007], [-3.032, 2.150, -2.400], [1.044, -4.097, 1.687], [-1.417, 4.750, -1.872], [2.701, 0.624, -4.250], [-0.096, 0.862, 4.402], [0.635, 1.076, 2.087], [4.121, 0.394, -4.769], [-3.671, 5.034, 1.225], [2.716, -2.143, -3.803], [-3.112, 0.825, 4.588], [-2.091, 5.006, 0.450], [-2.871, 4.184, -3.172], [-3.153, 3.102, 0.451], [-2.068, 1.577, -3.450], [-4.651, 1.497, 0.467], [1.833, 4.340, -1.086], [0.719, 5.942, -1.984], [1.564, 2.272, -3.414], [-4.331, 3.910, -2.203], [1.731, -3.891, -2.951], [6.238, -1.024, -0.571], [-2.160, -2.745, 0.548], [-3.565, 5.015, -0.534], [4.741, -0.168, 0.709], [1.966, -1.511, -5.769], [2.013, 2.702, 1.784], [4.211, -0.493, -5.397], [-3.305, -2.597, -0.083], [2.137, 3.378, 4.123], [-3.109, 4.627, 0.379], [2.643, -5.223, 2.739], [-1.559, 0.681, -3.088], [4.845, 0.331, -3.954], [2.778, 4.871, -1.118], [-0.160, 0.453, 3.065], [1.871, -1.100, 2.484], [-0.705, -4.329, -1.512], [2.706, 2.573, -0.289], [2.150, -4.313, 2.440], [0.809, -2.735, 1.604], [2.023, -2.402, -5.142], [1.971, -0.609, -3.015], [-1.362, -0.816, 2.543], [1.434, 2.151, 2.514], [-5.148, 2.948, -0.408], [-3.070, 1.260, 3.586], [2.568, -3.165, -5.702], [-2.292, -3.249, 3.596], [-0.524, 4.261, -1.511], [3.408, 0.204, 0.812], [2.716, -3.419, -2.955], [-1.300, 2.315, -3.696], [-3.853, 1.436, -2.263], [-4.378, -1.074, 3.543], [-4.008, 1.801, 3.427], [0.791, 2.181, 5.838], [0.045, -4.784, -1.104], [-2.412, -3.888, 4.474], [4.406, -3.648, 3.693], [-5.074, -0.082, 2.269], [-0.728, 0.390, 5.145], [-2.870, 0.686, 1.541], [3.411, -4.141, -3.389], [-2.257, 1.983, 3.555], [0.385, -4.825, 1.243], [0.439, -1.527, 4.820], [3.020, -3.229, -1.923], [2.583, 2.043, -3.726], [-2.605, 1.331, -4.370], [-2.947, 0.186, 2.509], [4.333, -0.834, -1.543], [-1.700, -3.792, 2.861], [0.217, -3.170, 4.196], [0.745, 1.885, 4.797], [2.601, -3.069, 2.820], [2.990, -0.447, -1.471], [-0.513, -2.702, 5.726], [-3.944, -1.500, -1.843], [-0.272, -2.346, 4.722], [-2.690, 2.826, 1.405], [3.763, -2.774, 3.651], [-3.275, -3.083, 3.162], [4.723, -1.232, -2.470], [-3.272, -1.374, -1.000], [1.005, -2.774, -4.991], [4.405, 1.250, -5.385], [1.502, 2.546, 3.839], [5.204, -0.713, -0.473], [-4.597, 2.592, 0.465], [-1.917, -1.146, -1.444], [2.480, 0.055, -0.232], [3.456, -2.512, 4.661], [0.617, 0.558, 0.197], [5.413, -0.032, 1.550], [4.318, -1.946, 3.218], [-0.489, -3.029, -1.505], [-0.597, 2.972, -0.972], [-0.547, -1.755, 0.285]], "forces_ev_per_a": [[0.1406, 0.0642, -0.1114], [0.0446, -0.0214, 0.1788], [-0.1751, 0.1001, 0.0405], [0.1351, -0.2222, -0.2402], [0.2920, -0.9372, -1.1369], [-0.0390, -0.0281, 0.0170], [-0.0519, -0.2592, 0.0208], [-0.4658, -0.1137, -0.3058], [-0.0592, -0.0220, -0.0205], [-0.1682, 0.3904, -0.0109], [-0.0359, -0.0557, 0.0000], [-0.0140, -0.0464, -0.0013], [0.0433, 0.0570, -0.0249], [0.0126, 0.0654, -0.0113], [0.0049, 0.0691, 0.0841], [0.0185, 0.0446, 0.0131], [-0.0212, -0.0217, 0.0321], [0.0324, 0.1092, 0.0299], [0.0560, -0.1096, -0.0261], [-0.0286, 0.0538, 0.0496], [0.0500, -0.0964, -0.1832], [-0.0042, -0.0058, -0.0482], [0.0356, -0.0270, -0.0527], [0.1717, -0.0915, 0.0243], [-0.1196, 0.1462, -0.0363], [-0.0003, -0.0030, 0.0382], [-0.0275, -0.0144, 0.1312], [0.0140, 0.0385, 0.0688], [0.0129, -0.0488, -0.0817], [-0.0340, 0.0150, -0.0122], [0.0154, 0.0086, -0.0620], [-0.1945, -0.1211, 0.1590], [0.0087, 0.0321, -0.0404], [0.0116, 0.0128, -0.0133], [-0.0385, -0.0093, 0.0178], [0.0960, -0.0312, -0.1293], [-0.0535, 0.0270, 0.0172], [-0.0239, 0.0694, -0.0027], [-0.0032, 0.0288, -0.0333], [-0.0124, -0.0425, 0.0149], [-0.0475, 0.0657, 0.1147], [0.0348, -0.0036, -0.0238], [-0.0197, 0.0287, 0.0247], [-0.0513, 0.0164, -0.0148], [-0.8813, -0.6441, -0.0320], [0.0548, -0.0086, 0.0351], [0.0151, -0.0069, 0.0452], [0.0071, -0.0623, 0.0161], [0.0040, -0.0246, 0.0703], [0.0307, 0.0147, 0.0492], [0.0229, 0.0207, -0.2657], [-0.0189, -0.0576, -0.0128], [-0.0777, -0.0397, 0.0278], [-0.0243, 0.0991, -0.0148], [-0.0001, 0.0188, -0.0251], [-0.0209, 0.0192, -0.0616], [-0.0225, -0.0287, 0.0028], [0.1005, -0.0280, 0.0116], [0.0251, 0.0251, -0.0671], [-0.0423, -0.1694, -0.1904], [-0.0277, 0.0270, -0.0157], [0.0836, 0.0088, 0.0915], [0.2708, -0.2687, 0.3106], [0.0419, -0.0059, -0.0147], [0.0138, -0.1154, -0.1403], [-0.0873, 0.8438, 0.5522], [-0.0941, 0.0524, 0.0360], [0.0060, -0.0403, 0.0339], [-0.0022, 0.0119, 0.0098], [-0.0302, -0.0223, -0.0127], [-0.0889, 0.0926, 0.0919], [0.0096, -0.0360, 0.0675], [-0.0910, -0.0874, -0.0577], [-0.0013, 0.1225, 0.0032], [-0.0241, -0.0411, 0.0061], [-0.0303, -0.0247, -0.0456], [-0.0136, -0.0199, -0.0386], [0.0241, -0.0325, 0.0322], [-0.0205, 0.0005, -0.0416], [0.1370, -0.0873, 0.0319], [-0.0068, 0.0247, -0.0008], [-0.0047, -0.0400, -0.0497], [0.0199, 0.0105, 0.0393], [0.0374, -0.0041, -0.0271], [-0.0051, -0.0383, -0.0548], [-0.0256, -0.0045, 0.0081], [-0.0212, 0.0061, 0.0231], [-0.0213, 0.0254, -0.0109], [-0.0051, -0.0145, 0.0392], [-0.0230, -0.0480, -0.0544], [-0.1053, 0.0895, 0.0845], [0.0275, 0.0193, 0.0348], [0.0053, -0.2336, 0.0199], [-0.0510, 0.1240, -0.0045], [0.0157, -0.0389, -0.0007], [-0.0490, 0.0344, 0.0283], [-0.0537, -0.0162, 0.0549], [0.1442, -0.0174, -0.0005], [-0.0156, 0.1511, 0.2612], [0.0161, -0.0141, -0.0316], [-0.0027, 0.0009, -0.1497], [-0.0198, 0.0040, -0.0321], [-0.0063, -0.0005, 0.0118], [-0.0243, 0.0471, 0.0663], [0.0306, -0.0163, 0.0034], [-0.0098, -0.0051, 0.0959], [0.1880, -0.1230, 0.1006], [0.0111, 0.0535, 0.0099], [0.0132, -0.0381, 0.0038], [0.0330, 0.0183, -0.0956], [0.1075, -0.0440, -0.0030], [0.0385, -0.0299, 0.0203], [-0.1435, -0.2201, -0.0795], [0.0538, -0.1032, -0.0670], [-0.0581, -0.0249, 0.0155], [0.7950, 0.7726, 0.2110], [-0.0348, 0.0399, -0.0297], [-0.0006, 0.0059, -0.0658], [0.4400, -0.3089, -1.2176], [0.1535, -0.1219, 0.0436], [-0.2326, 1.4615, 1.8577]], "charge": 1, "total_energy_ev": -118757.091, "spin_multiplicity": 2, "e_above_lowest_kj_mol": 121.0, "homo_ev": [-10.1, -10.0], "s2": 0.76}